DFT (ωB97M-V/def2-TZVPD) results for a 7-piece molecular cluster, C4H22N2O8 overall in a non-equilibrium geometry.

Calculated values
Net charge ... 0
Relative energy (zero: lowest compared OMol25 entry of this formula, charge and spin) ... 118.4 kJ/mol
Calculated total energy ... -23865.2987 eV
HOMO level ... -9.507 eV
Largest force on an atom ... 2.02 eV Å⁻¹
SMILES ... C[C@@H](O)CNC(N)=O.O.O.O.O.O.O

Last column: Löwdin charge in e.
Geometry (Å):
C: 1.02 -3.12 0.27  -0.022
C: 0.05 -1.91 0.14  -0.403
O: 0.55 -0.81 0.88  -0.058
C: -0.18 -1.56 -1.31  -0.151
N: -1.09 -0.45 -1.44  0.069
C: -1.18 0.22 -2.63  -0.635
N: -1.67 1.49 -2.50  0.167
O: -0.88 -0.23 -3.73  0.036
H: 1.46 -3.66 -0.57  0.085
H: 1.85 -2.66 0.83  0.070
H: 0.67 -3.84 1.00  0.069
H: -0.86 -2.28 0.63  0.137
H: 1.46 -0.95 1.15  0.046
H: 0.82 -1.23 -1.68  0.120
H: -0.52 -2.37 -1.97  0.136
H: -1.72 -0.14 -0.72  0.133
H: -2.05 2.04 -3.24  0.105
H: -1.83 1.82 -1.57  0.068
O: 3.03 -0.14 0.08  -0.073
H: 2.69 0.28 -0.72  0.000
H: 3.70 0.36 0.56  0.051
O: -2.30 2.34 0.94  -0.053
H: -2.95 1.68 1.20  0.016
H: -2.44 2.99 1.65  0.043
O: -0.96 1.30 3.34  -0.066
H: -0.75 2.22 3.14  0.041
H: -0.50 0.67 2.76  0.036
O: -3.07 -0.21 2.61  -0.077
H: -3.11 0.67 3.00  0.019
H: -2.44 -0.48 3.29  0.035
O: 2.66 2.24 1.07  -0.041
H: 2.26 2.09 0.21  0.031
H: 2.06 2.29 1.81  0.031
O: 2.20 0.79 -2.65  -0.049
H: 2.74 0.02 -2.91  0.067
H: 1.30 0.52 -2.91  0.017